# 1
The following is a quantum chemistry calculation of 2 unconnected molecules or ions with the total composition C4H10NO3, from the Open Molecules 2025 dataset.

As for the energy relative to the best compared isomer or geometry (same formula, charge and spin): 1.8254 eV. Its charge is -1. The calculated total energy is -438.91816 Eh. The LUMO energy is 3.77 eV.

The geometry in XYZ format:
```
18
C4H10NO3 ωB97M-V/def2-TZVPD
C -0.599 -1.618 -1.480
C -0.510 -1.619 0.028
N -1.017 -0.525 0.664
C -1.059 0.837 0.127
C -0.026 1.814 0.713
O 1.123 1.895 -0.061
O -0.099 -2.587 0.652
H 0.273 -1.111 -1.897
H -1.503 -1.140 -1.837
H -0.549 -2.644 -1.840
H -0.831 -0.594 1.656
H -0.939 0.799 -0.955
H -2.088 1.216 0.274
H -0.515 2.800 0.770
H 0.298 1.408 1.696
H 2.988 -0.400 0.438
H 2.082 0.959 0.297
O 2.973 0.512 0.754
```

---

# 2
The following is a quantum chemistry calculation of 2 unconnected molecules or ions with the total composition C4H10NO3, from the Open Molecules 2025 dataset.

As for the energy relative to the best compared isomer or geometry (same formula, charge and spin): 1.3028 eV. Its charge is -1. The calculated total energy is -438.93736 Eh. The LUMO energy is 3.52 eV.

The geometry in XYZ format:
```
18
C4H10NO3 ωB97M-V/def2-TZVPD
O -0.729 0.044 -2.334
C -0.449 -0.893 -1.547
O -0.202 -2.085 -1.810
C -0.341 -0.415 -0.064
C -1.304 0.719 0.371
C -0.975 1.180 1.818
N 1.078 0.046 0.079
H -0.340 -1.352 0.512
H -2.384 0.433 0.420
H -1.192 1.479 -0.390
H -0.879 0.319 2.483
H -0.093 1.776 2.096
H -1.767 1.863 2.072
H 1.034 0.742 0.837
H 1.356 0.820 -0.535
H 2.601 -0.942 -0.933
H 1.860 -2.088 -1.479
O 2.726 -1.647 -1.596
```

---

# 3
The following is a quantum chemistry calculation of 2 unconnected molecules or ions with the total composition C4H10NO3, from the Open Molecules 2025 dataset.

As for the energy relative to the best compared isomer or geometry (same formula, charge and spin): 8.7871 eV. Its charge is -1. The calculated total energy is -438.66232 Eh. The LUMO energy is -0.01 eV.

The geometry in XYZ format:
```
18
C4H10NO3 ωB97M-V/def2-TZVPD
O -2.189 -0.780 -1.337
C -0.932 -1.406 -1.351
C 0.375 -0.374 -1.289
C 0.314 0.248 0.123
C -0.922 1.061 0.576
O -0.645 1.738 1.801
N 1.705 -0.789 -1.598
H -0.784 -2.034 -0.439
H -0.786 -2.060 -2.162
H 1.179 0.921 0.215
H 0.385 -0.584 0.795
H -1.243 1.745 -0.345
H -1.623 0.205 0.713
H -0.015 0.387 -1.986
H 2.042 -0.452 -2.474
H 1.935 0.343 3.304
H 0.225 1.292 2.297
O 0.980 0.541 3.158
```

---

# 4
The following is a quantum chemistry calculation of 2 unconnected molecules or ions with the total composition C4H10NO3, from the Open Molecules 2025 dataset.

As for the energy relative to the best compared isomer or geometry (same formula, charge and spin): 0.0933 eV. Its charge is -1. The calculated total energy is -438.98181 Eh. The LUMO energy is 4.16 eV.

The geometry in XYZ format:
```
18
C4H10NO3 ωB97M-V/def2-TZVPD
N 1.800 1.637 2.736
C 1.341 0.987 1.563
O 0.580 1.649 0.817
O 1.743 -0.215 1.382
H 2.646 1.259 3.143
H 1.779 2.620 2.703
C -1.407 -0.736 0.121
C -0.506 -0.342 -1.051
C -1.066 -0.781 -2.403
O 0.791 -0.925 -0.920
H -0.953 -0.394 1.062
H -1.488 -1.843 0.183
H -2.417 -0.322 0.039
H -0.397 0.747 -1.062
H -2.038 -0.307 -2.616
H -1.205 -1.891 -2.422
H -0.361 -0.549 -3.217
H 1.160 -0.593 -0.055
```

---

# 5
The following is a quantum chemistry calculation of 2 unconnected molecules or ions with the total composition C4H10NO3, from the Open Molecules 2025 dataset.

As for the energy relative to the best compared isomer or geometry (same formula, charge and spin): 1.2573 eV. Its charge is -1. The calculated total energy is -438.93903 Eh. The LUMO energy is 3.84 eV.

The geometry in XYZ format:
```
18
C4H10NO3 ωB97M-V/def2-TZVPD
C -0.042 -1.778 1.103
N -1.058 -1.110 0.322
C -1.655 -0.015 1.080
C -0.685 -0.803 -1.046
C 0.156 0.483 -1.349
O 0.326 0.676 -2.569
O 0.566 1.154 -0.371
H 0.961 -1.364 0.936
H -0.021 -2.856 0.882
H -0.321 -1.750 2.158
H -2.132 0.685 0.406
H -0.901 0.558 1.626
H -2.386 -0.416 1.784
H -0.015 -1.592 -1.404
H -1.590 -0.770 -1.649
H 1.308 0.717 1.644
H 2.490 1.645 1.292
O 2.005 1.289 2.040
```

---

# 6
The following is a quantum chemistry calculation of 2 unconnected molecules or ions with the total composition C4H10NO3, from the Open Molecules 2025 dataset.

The multiplicity is 3. Its charge is -1. As for the expectation value of S²: 2.009. The calculated total energy is -438.68245 Eh. The LUMO energy (alpha / beta) is 4.17 / 4.05 eV.

The geometry in XYZ format:
```
18
C4H10NO3 ωB97M-V/def2-TZVPD
C -2.106 -0.254 -0.970
C 1.664 -0.499 1.506
C -1.305 0.258 0.162
C 1.616 -0.378 -0.027
N 0.594 0.605 -0.671
O 0.361 0.228 -1.929
O 2.822 0.342 -0.423
O 1.456 -1.559 -0.619
H -2.428 -1.229 -0.846
H -2.952 0.455 -1.204
H -1.325 -0.261 -1.764
H 0.722 -0.217 2.018
H 1.782 -1.530 1.722
H 2.483 0.059 2.060
H -1.530 1.242 0.525
H -1.006 -0.537 0.922
H 2.653 0.746 -1.324
H 0.762 -1.153 -1.495
```

---

# 7
The following is a quantum chemistry calculation of a gas-phase ion, C4H10NO3 (charge +1), from the Open Molecules 2025 dataset.

As for the energy relative to the best compared isomer or geometry (same formula, charge and spin): 0.8653 eV. Its charge is +1. The calculated total energy is -438.63059 Eh. The LUMO energy is -3.31 eV.

The geometry in XYZ format:
```
18
C4H10NO3 ωB97M-V/def2-TZVPD
O -0.801 -0.545 -2.628
C -0.447 0.034 -1.665
O 0.246 1.230 -1.760
C -0.526 -0.242 -0.112
C 0.756 -0.852 0.404
C 0.665 -1.218 1.883
O 0.738 0.028 2.590
N -0.692 1.183 0.547
H 0.244 1.718 -2.615
H -1.461 -0.771 0.109
H 1.345 -1.647 -0.181
H 1.437 0.051 0.397
H -0.320 -1.657 2.026
H 1.452 -1.872 2.316
H 0.743 -0.169 3.537
H -0.063 1.145 1.380
H -1.673 1.325 0.765
H -0.465 1.947 -0.097
```

---

# 8
The following is a quantum chemistry calculation of a single C4H10NOP molecule, from the Open Molecules 2025 dataset.

As for the energy relative to the best compared isomer or geometry (same formula, charge and spin): 0.0000 eV. Its charge is 0. The calculated total energy is -629.77198 Eh. The LUMO energy is 0.51 eV.

The geometry in XYZ format:
```
17
C4H10NOP ωB97M-V/def2-TZVPD
C -1.596 -0.487 -0.431
C 0.280 1.292 -0.830
C 0.887 -1.039 -0.656
C -0.166 0.002 -0.103
N 0.100 0.108 1.351
O 1.167 0.427 3.658
P 1.504 0.077 2.259
H -1.708 -1.578 -0.260
H -2.384 0.099 0.177
H -1.894 -0.228 -1.425
H 1.317 1.335 -0.768
H -0.217 2.256 -0.487
H -0.013 1.160 -1.856
H 1.765 -0.491 -0.865
H 1.164 -1.893 -0.028
H 0.550 -1.534 -1.548
H -0.755 0.494 1.810
```

---

# 9
The following is a quantum chemistry calculation of a single C4H10NOP molecule, from the Open Molecules 2025 dataset.

As for the energy relative to the best compared isomer or geometry (same formula, charge and spin): 4.6395 eV. Its charge is 0. The calculated total energy is -629.60148 Eh. The LUMO energy is 0.95 eV.

The geometry in XYZ format:
```
17
C4H10NOP ωB97M-V/def2-TZVPD
C 2.388 0.203 0.502
O 1.112 0.711 -0.028
C 0.770 0.084 -1.326
P -0.542 -1.338 -1.114
C -1.456 -0.880 0.501
C -2.100 0.652 0.317
N -2.275 1.404 1.481
H 2.464 0.291 1.690
H 2.649 -0.894 0.155
H 3.235 0.919 0.069
H 1.714 -0.276 -1.928
H 0.201 0.922 -1.957
H 0.209 -2.563 -1.008
H -2.328 -1.611 0.803
H -0.684 -0.797 1.379
H -2.406 1.027 -0.759
H -2.671 2.310 1.146
```

---

# 10
The following is a quantum chemistry calculation of a gas-phase ion, C4H10NOS (charge +1), from the Open Molecules 2025 dataset.

As for the energy relative to the best compared isomer or geometry (same formula, charge and spin): 2.2374 eV. Its charge is +1. The calculated total energy is -686.28877 Eh. The LUMO energy is -3.92 eV.

The geometry in XYZ format:
```
17
C4H10NOS ωB97M-V/def2-TZVPD
O 0.687 -1.017 -2.217
C 0.994 0.027 -1.736
C 0.629 0.213 -0.201
C -0.857 0.162 -0.049
C -1.480 -1.102 0.549
S -1.124 -1.281 2.339
N 1.270 1.540 0.212
H 1.322 0.886 -2.364
H 1.298 -0.556 0.192
H -1.170 0.984 0.597
H -1.435 0.273 -0.972
H -1.083 -1.991 0.066
H -2.561 -1.060 0.466
H -0.783 -2.551 2.374
H 0.849 2.154 -0.490
H 2.274 1.596 0.020
H 1.170 1.723 1.214
```